Entry from the OMol25 dataset: C6H9NO in the gas phase at a distorted geometry (the ωB97M-V functional and the def2-TZVPD basis).

## Properties
- Energy above the lowest of the compared OMol25 structures with the same formula, charge and spin: 6.5313 eV
- Multiplicity: 1
- Calculated total energy: -363.78422 Ha
- Molecular weight: 111.14 g/mol

Cartesian coordinates (Å):
C1 1.255 -0.951 -0.130
C2 0.013 -0.161 0.152
C3 -2.475 -0.444 -0.063
C4 0.120 1.185 0.867
C5 -3.725 -1.134 0.310
C6 3.602 -0.806 -0.028
N1 -1.247 -0.504 0.020
O1 2.378 -0.213 -0.099
H1 -0.729 1.796 0.453
H2 1.115 1.523 0.980
H3 -0.007 0.863 1.982
H4 -4.119 -1.822 -0.419
H5 -4.423 -0.312 0.236
H6 -3.697 -1.544 1.282
H7 4.313 -0.532 0.885
H8 4.183 -0.369 -0.851
H9 3.500 -1.867 -0.289